P.
Entry from the Open Molecules 2025 dataset: C6H8N4S in the gas phase (ωB97M-V/def2-TZVPD).

## Properties
Multiplicity: 1
Lowest unoccupied orbital energy (spin up / spin down) in eV: -0.50 / -1.08
HOMO (spin up / spin down) in Eh: -0.256 / -0.242
HOMO-LUMO gap (spin up / spin down) in eV: 6.5 / 5.5

Last columns: bonded neighbours and bond lengths (Å).
Geometry (Å):
1 C -0.60839 1.30285 2.30174  C2 1.403, N7 1.323, H12 1.115
2 C -0.17836 0.02939 2.70538  C1 1.403, N8 1.356, H13 1.048
3 C -0.33414 0.84973 0.11164  C4 1.483, N7 1.329, N9 1.397
4 C -0.05986 -0.57612 0.41431  C3 1.483, N8 1.381, N10 1.276
5 C 0.37800 1.34359 -2.22722  N9 1.340, S11 1.680, H14 1.082
6 C 0.38933 -2.86613 -0.09687  N10 1.435, H15 1.099, H16 1.170, H17 1.057
7 N -0.73312 1.70455 1.04734  C1 1.323, C3 1.329
8 N -0.10204 -0.92920 1.74896  C2 1.356, C4 1.381
9 N -0.35765 1.50872 -1.11975  C3 1.397, C5 1.340, H18 0.994
10 N 0.22423 -1.48188 -0.43767  C4 1.276, C6 1.435
11 S 0.01214 2.18979 -3.63223  C5 1.680, H19 1.340
12 H -0.76642 2.21492 2.92300  C1 1.115
13 H -0.19767 -0.39764 3.66230  C2 1.048
14 H 1.02091 0.48439 -2.08856  C5 1.082
15 H 1.29325 -3.13746 0.46535  C6 1.099
16 H -0.49428 -3.04259 0.64972  C6 1.170
17 H 0.30516 -3.35548 -1.03005  C6 1.057
18 H -0.78586 2.39035 -0.95699  N9 0.994
19 H 0.99477 1.76823 -4.44040  S11 1.340

***

Q.
Entry from the Open Molecules 2025 dataset: C6H8N4S in the gas phase (ωB97M-V/def2-TZVPD).

## Properties
Multiplicity: 1
Lowest unoccupied orbital energy (spin up / spin down) in eV: -1.91 / -0.99
HOMO (spin up / spin down) in Eh: -0.270 / -0.291
HOMO-LUMO gap (spin up / spin down) in eV: 5.4 / 6.9

Last columns: bonded neighbours and bond lengths (Å).
Geometry (Å):
1 C 3.33711 -0.51170 -0.04710  C2 1.305, N7 1.367, H12 1.036
2 C 3.67549 0.66676 -0.49374  C1 1.305, S11 1.775, H13 1.064
3 C 1.17815 0.23068 -0.23369  N7 1.356, N10 1.315, S11 1.801
4 C -0.63579 1.42088 2.08036  N8 1.264, H14 1.112, H15 1.107
5 C -1.05973 -0.67657 -0.04898  C6 1.506, N9 1.504, N10 1.366, H16 1.048
6 C -2.06159 -0.73083 -1.17191  C5 1.506, H17 1.064, H18 1.173, H19 1.076
7 N 2.00591 -0.79562 0.08372  C1 1.367, C3 1.356
8 N -1.43680 0.45765 1.91076  C4 1.264, N9 1.177
9 N -1.83211 -0.40297 1.21252  C5 1.504, N8 1.177
10 N -0.13455 0.30101 -0.28009  C3 1.315, C5 1.366
11 S 2.20117 1.62319 -0.74107  C2 1.775, C3 1.801
12 H 4.00237 -1.30558 -0.02489  C1 1.036
13 H 4.64309 0.93384 -0.84790  C2 1.064
14 H -0.55870 2.06157 1.17448  C4 1.112
15 H -0.33964 1.48816 3.14459  C4 1.107
16 H -0.75492 -1.66561 0.11498  C5 1.048
17 H -1.59628 -1.16534 -2.02487  C6 1.064
18 H -2.23839 0.36077 -1.56196  C6 1.173
19 H -2.94112 -1.30001 -0.92596  C6 1.076

***

According to the calculations, the structures order from most to least stable as P, Q.

***

P.
Entry from the Open Molecules 2025 dataset: CH3N2OP in the gas phase (ωB97M-V/def2-TZVPD).

## Properties
Multiplicity: 1
Lowest unoccupied orbital energy (spin up / spin down) in eV: -1.13 / -1.13
HOMO (spin up / spin down) in Eh: -0.343 / -0.343
HOMO-LUMO gap (spin up / spin down) in eV: 8.2 / 8.2

Last columns: bonded neighbours and bond lengths (Å).
Geometry (Å):
1 C -1.43353 -0.14967 -0.25547  N2 1.262, H6 1.037, H7 1.022
2 N -0.68222 0.65561 0.35993  C1 1.262, N3 1.338
3 N 0.53300 1.12103 0.04966  N2 1.338, P5 1.557
4 O 1.00086 -1.33051 0.29020  P5 1.491
5 P 1.61040 -0.00146 -0.00134  N3 1.557, O4 1.491, H8 1.379
6 H -2.41264 -0.18075 0.08341  C1 1.037
7 H -1.34312 -0.60623 -1.16529  C1 1.022
8 H 2.72725 0.49199 0.63891  P5 1.379

***

Q.
Entry from the Open Molecules 2025 dataset: CH3N2OP in the gas phase (ωB97M-V/def2-TZVPD).

## Properties
Multiplicity: 1
Lowest unoccupied orbital energy (spin up / spin down) in eV: -1.64 / -1.64
HOMO (spin up / spin down) in Eh: -0.271 / -0.271
HOMO-LUMO gap (spin up / spin down) in eV: 5.7 / 5.7

Last columns: bonded neighbours and bond lengths (Å).
Geometry (Å):
1 C -0.35670 0.96141 0.37823  N2 1.444, N3 1.393, H6 1.097, H7 1.084
2 N -0.05979 -0.45053 0.44133  C1 1.444, N3 1.393, P5 2.093, H8 1.028
3 N -0.41116 0.26565 1.58359  C1 1.393, N2 1.393
4 O 0.77636 -1.53180 -1.81819  P5 1.453
5 P 1.58266 -1.01403 -0.72657  N2 2.093, O4 1.453
6 H 0.51950 1.57885 0.14567  C1 1.097
7 H -1.27087 1.28984 -0.10328  C1 1.084
8 H -0.77999 -1.09939 0.09922  N2 1.028

***

According to the calculations, the structures order from most to least stable as P, Q.

***

P.
Entry from the Open Molecules 2025 dataset: a gas-phase ion, C7H8N (charge +1) (ωB97M-V/def2-TZVPD).

## Properties
SMILES: C=C=CC=[N+]=C=CC
Multiplicity: 1
Charge: +1
Lowest unoccupied orbital energy (spin up / spin down) in eV: -5.50 / -5.50
HOMO (spin up / spin down) in Eh: -0.492 / -0.492
HOMO-LUMO gap (spin up / spin down) in eV: 7.9 / 7.9

Last columns: bonded neighbours and bond lengths (Å).
Geometry (Å):
1 C -2.43028 2.40629 1.24344  C2 1.315, H9 1.072, H10 1.107
2 C -1.12748 2.52167 1.10234  C1 1.315, C3 1.377
3 C 0.22129 2.75612 0.95307  C2 1.377, C4 1.469, H11 1.081
4 C 1.19373 1.67297 0.75673  C3 1.469, N5 1.281, H12 1.068
5 N 0.86422 0.57112 0.19286  C4 1.281, C6 1.221
6 C 0.45144 -0.35145 -0.49191  N5 1.221, C7 1.304
7 C 0.18839 -1.56432 -0.89332  C6 1.304, C8 1.478, H13 1.068
8 C 1.19448 -2.64030 -0.77329  C7 1.478, H14 1.051, H15 1.102, H16 1.176
9 H -2.72604 2.15044 2.24177  C1 1.072
10 H -3.33133 2.29292 0.61078  C1 1.107
11 H 0.63412 3.63711 1.42446  C3 1.081
12 H 2.22077 1.68763 1.04943  C4 1.068
13 H -0.60959 -1.80289 -1.56183  C7 1.068
14 H 0.55020 -3.46847 -0.72187  C8 1.051
15 H 1.87273 -2.57424 0.09323  C8 1.102
16 H 1.72267 -2.88052 -1.79615  C8 1.176

***

Q.
Entry from the Open Molecules 2025 dataset: a gas-phase ion, C7H8N (charge +1) (ωB97M-V/def2-TZVPD).

## Properties
Multiplicity: 1
Charge: +1
Lowest unoccupied orbital energy (spin up / spin down) in eV: -6.08 / -5.88
HOMO (spin up / spin down) in Eh: -0.487 / -0.471
HOMO-LUMO gap (spin up / spin down) in eV: 7.2 / 6.9

Last columns: bonded neighbours and bond lengths (Å).
Geometry (Å):
1 C -1.04781 0.67374 0.21631  C4 1.369, N8 1.175
2 C 1.39613 -1.16028 -0.10235  C5 1.503, C6 1.590, H9 1.080, H10 1.066
3 C 2.70871 0.65471 -0.19490  C5 1.505, C6 1.511, H11 1.145, H12 1.126
4 C 0.24815 1.11398 0.20114  C1 1.369, C5 1.326, H13 1.051
5 C 1.23907 0.33152 -0.20274  C2 1.503, C3 1.505, C4 1.326, C6 1.778
6 C 2.47240 -0.43992 0.81982  C2 1.590, C3 1.511, C5 1.778
7 C -3.36167 -0.37013 0.12136  N8 1.436, H14 1.169, H15 1.108, H16 1.188
8 N -2.10405 0.28132 -0.11819  C1 1.175, C7 1.436
9 H 0.59724 -1.78188 0.27280  C2 1.080
10 H 2.02719 -1.59971 -0.84118  C2 1.066
11 H 3.17995 0.28122 -1.16977  C3 1.145
12 H 3.17965 1.61779 0.15020  C3 1.126
13 H 0.37682 2.09086 0.56637  C4 1.051
14 H -3.10025 -1.48176 0.37256  C7 1.169
15 H -4.01958 0.08038 0.89130  C7 1.108
16 H -3.79194 -0.29184 -0.98273  C7 1.188

***

According to the calculations, the structures order from most to least stable as P, Q.